122
Properties=species:S:1:pos:R:3:forces:R:3 method="wB97M-V/def2-TZVPD" total_energy_ha=-3812.77814 homo_ha="-0.148 / -0.177" total_charge=-1 multiplicity=3 largest_force_ev_per_a=0.8 gap_ev="6.053 / 6.823"
Mo 0.3879 -0.4313 0.0078 0.049 0.099 0.251
C -1.9136 -3.3216 -2.9063 -0.001 -0.010 0.100
O -3.0774 -2.7808 -2.2880 -0.062 0.096 0.145
C -3.1987 -2.8164 -0.9178 0.040 -0.050 0.022
C -4.3642 -3.3279 -0.3993 0.092 0.012 -0.088
C -4.6830 -3.2176 0.9616 0.033 0.018 0.017
C -3.8203 -2.5473 1.7908 0.004 -0.022 -0.079
C -2.6241 -2.0050 1.2912 0.129 0.043 -0.078
C -1.8506 -1.1574 2.1496 0.416 0.345 -0.173
N -0.8447 -0.4189 1.7967 -0.254 -0.486 0.180
N -0.3954 0.4333 2.8159 0.014 -0.106 -0.102
C 0.5097 1.2452 2.3559 0.086 -0.119 0.137
O 0.9087 1.2971 1.1325 -0.128 -0.005 0.000
C 1.1900 2.1439 3.3287 -0.024 0.088 -0.096
C 0.6892 2.3438 4.6118 -0.003 -0.001 -0.005
C 1.3731 3.1522 5.5033 0.025 0.019 0.015
C 2.5656 3.7576 5.1249 -0.011 -0.002 0.011
C 3.0688 3.5559 3.8483 0.002 -0.004 0.018
C 2.3807 2.7563 2.9483 -0.063 -0.021 0.035
C -2.2547 -2.1590 -0.0643 0.278 -0.004 -0.049
O -1.1515 -1.6923 -0.5545 -0.713 -0.304 -0.251
H -1.8878 -2.8985 -3.9099 0.028 -0.006 0.007
H -2.0067 -4.4089 -2.9776 0.035 -0.029 0.016
H -1.0041 -3.0540 -2.3712 0.004 0.023 -0.005
H -5.0503 -3.8003 -1.0919 -0.009 -0.005 -0.008
H -5.6051 -3.6371 1.3390 -0.027 -0.008 0.012
H -4.0552 -2.4101 2.8399 0.002 0.005 0.031
H -2.1893 -1.0402 3.1789 0.053 0.026 -0.024
H -0.2312 1.8531 4.8958 -0.014 -0.010 -0.007
H 0.9806 3.3069 6.5004 -0.005 0.003 0.018
H 3.1032 4.3808 5.8280 0.013 0.016 0.017
H 4.0040 4.0134 3.5524 0.019 0.012 0.000
H 2.7631 2.5780 1.9527 0.011 -0.008 -0.047
N 0.7202 -3.4390 2.6174 0.066 0.052 0.131
C -0.0811 -4.1739 1.7641 -0.044 0.023 -0.041
C -1.1353 -4.9180 2.3066 -0.014 0.005 -0.010
C -1.9204 -5.7412 1.5280 -0.028 -0.016 -0.015
C -1.6495 -5.8635 0.1731 -0.015 -0.001 0.014
C -0.6064 -5.1287 -0.3627 -0.025 -0.010 -0.032
C 0.1741 -4.2496 0.3867 -0.031 0.065 0.057
C 1.3042 -3.6076 -0.3797 -0.004 0.079 -0.067
C 2.2510 -4.5562 -0.7820 0.024 -0.022 -0.018
C 3.2092 -4.2955 -1.7451 0.035 -0.006 -0.012
C 3.1844 -3.0619 -2.3660 -0.011 -0.008 -0.004
C 2.2899 -2.0956 -1.9267 -0.014 0.098 -0.072
C 1.3747 -2.2796 -0.8839 -0.171 0.005 0.251
H 0.2587 -3.1437 3.4662 0.040 -0.018 -0.070
H 1.2402 -2.6844 2.1860 0.030 0.051 -0.004
H -1.3275 -4.8333 3.3702 -0.004 0.000 0.052
H -2.7382 -6.2884 1.9797 -0.023 -0.015 0.006
H -2.2431 -6.5113 -0.4576 -0.025 -0.021 -0.023
H -0.3701 -5.2263 -1.4141 -0.021 0.004 -0.039
H 2.1962 -5.5439 -0.3392 0.003 -0.030 0.009
H 3.9277 -5.0558 -2.0253 0.012 -0.015 -0.015
H 3.8661 -2.8321 -3.1763 0.032 0.003 -0.033
H 2.3157 -1.1464 -2.4447 -0.003 -0.159 0.058
O 5.7946 0.3378 1.6686 -0.059 -0.049 0.035
C 5.2188 -0.3151 2.6954 0.019 0.032 -0.017
C 5.9977 -0.5257 3.8350 -0.047 -0.003 -0.041
C 5.4727 -1.1696 4.9372 0.017 0.009 0.002
C 4.1570 -1.6184 4.9292 -0.014 0.000 -0.019
C 3.3860 -1.4191 3.8005 -0.013 -0.005 0.013
C 3.8907 -0.7804 2.6681 0.023 -0.024 0.017
C 2.9938 -0.5909 1.4975 0.066 -0.007 0.175
O 1.8299 -1.1035 1.5282 -0.103 -0.011 -0.084
N 3.4662 0.1338 0.5173 0.004 0.145 0.028
N 2.5836 0.3083 -0.5394 0.194 0.229 -0.088
C 3.1046 1.0536 -1.4359 -0.035 -0.184 -0.044
S 2.3980 1.2435 -3.0177 -0.360 0.359 -0.220
C 3.8878 1.9441 -3.7749 0.026 0.040 0.035
C 4.5704 2.7936 -2.7213 -0.033 0.009 -0.023
S 4.6813 1.8093 -1.2063 -0.019 -0.003 -0.031
H 5.0999 0.4264 0.9661 0.018 -0.046 0.100
H 7.0157 -0.1629 3.8227 0.055 0.018 0.008
H 6.0928 -1.3188 5.8128 0.009 0.000 0.008
H 3.7378 -2.1172 5.7921 -0.006 -0.008 0.019
H 2.3602 -1.7564 3.7825 -0.007 0.019 -0.030
H 3.5658 2.5458 -4.6251 -0.010 -0.021 -0.016
H 4.5443 1.1467 -4.1258 -0.018 -0.003 0.037
H 3.9946 3.6996 -2.5251 0.016 -0.020 -0.007
H 5.5829 3.0700 -3.0154 0.008 -0.016 -0.001
C -3.4663 2.2397 -3.9290 -0.003 -0.071 -0.015
C -2.1164 1.6846 -3.4607 0.064 0.011 0.006
C -1.0574 2.3428 -4.3505 -0.028 0.043 0.041
C -2.0519 0.1790 -3.7647 0.053 0.000 0.072
P -1.6927 1.8997 -1.6051 -0.009 0.014 0.179
N -0.5980 0.8984 -1.1477 -0.015 0.000 -0.228
C -1.1637 3.7000 -1.2808 0.040 -0.022 -0.027
C -1.9516 4.7962 -2.0061 -0.038 -0.030 0.036
C 0.3249 3.8453 -1.6161 -0.029 -0.094 -0.022
C -1.2609 3.9690 0.2283 0.002 0.008 0.006
C -3.3555 1.7143 -0.6918 -0.011 0.020 -0.040
C -4.4078 2.8170 -0.8643 -0.033 -0.014 0.008
C -3.9736 0.3893 -1.1550 0.028 -0.008 -0.003
C -3.0630 1.5995 0.8153 -0.035 0.010 0.035
H -3.5270 2.1058 -5.0133 0.009 -0.009 -0.040
H -3.5768 3.3032 -3.7282 0.025 0.103 0.009
H -4.3147 1.7170 -3.4973 0.006 0.029 -0.041
H -1.2412 2.0321 -5.3832 0.021 0.005 -0.006
H -0.0639 2.0244 -4.0758 0.381 -0.114 0.092
H -1.0930 3.4285 -4.3284 0.006 0.093 0.039
H -2.0030 0.0433 -4.8488 -0.014 -0.002 -0.053
H -2.9180 -0.3652 -3.4004 -0.016 -0.047 0.048
H -1.1646 -0.2669 -3.3111 -0.006 0.007 -0.006
H -1.8203 4.7715 -3.0827 0.030 -0.024 -0.145
H -1.5833 5.7669 -1.6604 0.017 0.033 0.012
H -3.0190 4.7631 -1.7974 0.028 0.009 -0.025
H 0.5260 3.7904 -2.6828 0.022 -0.060 -0.107
H 0.9000 3.0694 -1.1097 -0.006 -0.004 -0.002
H 0.6629 4.8222 -1.2585 0.025 0.042 -0.007
H -2.2851 4.0551 0.5789 0.008 0.047 -0.018
H -0.7630 4.9194 0.4382 0.026 0.036 -0.003
H -0.7511 3.1936 0.7981 0.036 -0.032 0.019
H -4.7138 2.9763 -1.8945 -0.011 0.021 0.014
H -4.0850 3.7688 -0.4481 -0.011 -0.001 0.039
H -5.2965 2.5112 -0.3034 -0.037 -0.019 0.017
H -4.4581 0.4721 -2.1253 -0.009 -0.044 0.023
H -4.7334 0.0741 -0.4365 -0.031 -0.032 0.037
H -3.2262 -0.3951 -1.2189 -0.020 0.066 -0.013
H -3.2409 2.5410 1.3320 -0.024 -0.050 0.021
H -2.0419 1.3011 1.0102 0.023 -0.005 0.016
H -3.7201 0.8506 1.2603 -0.025 -0.042 0.030